# 1
Formula: C14H19I2N3O2Tl
Source: OMol25
Level of theory: wB97M-V/def2-TZVPD

The geometry in XYZ format:
```
41
Properties=species:S:1:pos:R:3
Tl 1.20 -0.28 3.90
I 4.29 1.49 1.87
C 3.36 3.37 1.82
I 1.44 3.48 2.63
H 3.38 3.70 0.79
H 3.94 4.09 2.41
C -2.75 1.23 -1.70
N -2.52 0.21 -0.65
N -1.21 0.15 -0.18
C -1.17 -0.09 1.17
O -0.11 -0.25 1.77
C -2.59 -0.16 1.54
C -3.32 0.16 0.45
C -4.79 0.45 0.33
C -0.09 0.03 -1.07
C 0.97 0.81 -0.82
C 2.05 0.84 -1.66
C 2.06 0.01 -2.77
C 0.98 -0.82 -3.07
C -0.09 -0.84 -2.18
H -2.19 0.98 -2.59
H -2.52 2.20 -1.30
H -3.79 1.24 -2.02
H -2.96 -0.35 2.51
H -5.32 -0.18 1.07
H -5.21 0.26 -0.67
H -4.98 1.49 0.63
H 0.90 1.43 0.09
H 2.84 1.53 -1.43
H 2.91 -0.01 -3.38
H 0.96 -1.53 -3.89
H -0.92 -1.49 -2.35
C 2.57 -2.17 0.44
C 1.68 -2.56 1.54
N 0.52 -3.19 1.22
O 1.99 -2.37 2.70
H 2.11 -1.48 -0.23
H 2.82 -3.10 -0.12
H 3.52 -1.84 0.93
H 0.15 -3.04 0.30
H -0.12 -3.40 1.99
```

Results
LUMO: -2.9028 eV
Energy above the lowest of the compared OMol25 structures with the same formula, charge and spin: 0.0 kcal/mol
HOMO: -11.7109 eV
Charge: +1
Gap between HOMO and LUMO: 8.8 eV

=====

# 2
Formula: C8H2F4O2
Source: OMol25
Level of theory: wB97M-V/def2-TZVPD

The geometry in XYZ format:
```
16
Properties=species:S:1:pos:R:3
F 2.02 -2.81 -1.25
C 1.31 -1.67 -0.98
C 0.67 -0.97 -2.01
F 0.91 -1.38 -3.29
C -0.16 0.13 -1.71
F -0.93 0.68 -2.71
C -0.36 0.50 -0.38
C 0.30 -0.17 0.67
C 1.08 -1.30 0.36
F 1.64 -2.04 1.34
O 0.15 0.26 1.97
C -0.78 1.22 2.23
C -1.46 1.84 1.18
O -1.25 1.54 -0.14
H -1.02 1.51 3.26
H -2.13 2.68 1.45
```

Results
LUMO: 0.2405 eV
SMILES: Fc1c(F)c(F)c2c(c1F)OC=CO2
HOMO: -8.4336 eV
Gap between HOMO and LUMO: 8.7 eV

=====

# 3
Formula: C30H69BCl4F4N2O13
Source: OMol25
Level of theory: wB97M-V/def2-TZVPD

The geometry in XYZ format:
```
123
Properties=species:S:1:pos:R:3
C 2.18 -2.02 -1.40
C 1.86 -1.65 0.11
N 0.83 -0.60 0.27
C 0.78 0.45 1.16
C -0.28 1.31 0.79
N -0.98 0.68 -0.18
C -0.38 -0.52 -0.40
C -2.12 1.27 -0.87
H 2.77 -1.19 -1.79
H 1.31 -2.15 -2.04
H 2.89 -2.84 -1.47
H 2.70 -1.45 0.76
H 1.53 -2.55 0.62
H 1.63 0.60 1.82
H -0.49 2.33 1.10
H -0.83 -1.30 -1.00
H -3.13 0.99 -0.56
H -1.87 1.13 -1.92
H -2.17 2.33 -0.63
B 1.26 3.66 4.62
F 0.44 4.44 5.40
F 0.86 3.46 3.33
F 2.56 4.11 4.64
F 1.33 2.44 5.26
C -6.05 3.61 -0.63
C -6.43 3.36 0.82
C -6.28 4.77 1.47
O -5.15 5.25 0.75
C -5.41 5.01 -0.65
H -6.91 3.57 -1.30
H -5.39 2.78 -0.85
H -5.72 2.76 1.39
H -7.37 2.83 0.90
H -6.02 4.76 2.53
H -7.12 5.46 1.39
H -4.45 4.96 -1.16
H -5.97 5.84 -1.07
C -1.46 -3.09 3.08
C -2.38 -1.93 3.18
C -3.09 -1.95 1.77
O -2.42 -2.86 0.93
C -1.80 -3.83 1.71
H -1.41 -3.88 3.83
H -0.43 -2.73 3.00
H -1.75 -1.09 3.49
H -2.97 -2.14 4.07
H -3.04 -1.00 1.23
H -4.12 -2.29 1.90
H -0.95 -4.17 1.12
H -2.53 -4.63 1.81
C -1.45 1.87 -5.61
C -0.71 1.07 -4.66
C 0.18 2.14 -4.06
O 0.24 3.24 -4.87
C -0.47 2.93 -6.05
H -2.34 2.33 -5.17
H -1.85 1.25 -6.41
H -0.14 0.40 -5.32
H -1.31 0.48 -3.97
H 1.17 1.68 -3.97
H -0.21 2.39 -3.07
H -0.04 2.54 -6.97
H -1.06 3.79 -6.38
C 3.32 -1.47 4.03
C 3.09 -0.02 4.49
O 3.24 0.92 3.48
O 2.12 -2.09 3.54
H 3.67 -2.17 4.78
H 4.12 -1.51 3.28
H 3.85 0.16 5.25
H 2.26 0.14 5.19
H 2.55 1.53 3.75
H 1.55 -2.51 4.19
C 6.96 -0.86 1.03
C 6.54 -2.26 0.68
O 5.16 -2.33 0.25
O 6.14 -0.20 1.96
H 6.75 -0.36 0.09
H 8.02 -0.77 1.28
H 6.82 -3.10 1.31
H 7.11 -2.54 -0.21
H 5.07 -3.14 -0.27
H 5.24 -0.30 1.64
C -3.56 3.00 4.02
C -3.19 2.26 2.70
O -2.78 3.09 1.62
O -2.31 3.41 4.53
H -3.99 2.25 4.68
H -4.16 3.90 3.89
H -3.93 1.56 2.29
H -2.47 1.47 2.92
H -3.50 3.60 1.23
H -1.77 3.79 3.83
C 4.48 -3.22 -4.02
C 5.56 -3.40 -2.94
O 5.32 -4.24 -1.81
O 4.13 -4.40 -4.72
H 4.75 -2.46 -4.74
H 3.49 -2.95 -3.65
H 5.87 -2.42 -2.59
H 6.49 -3.76 -3.37
H 5.99 -4.93 -1.82
H 4.31 -4.20 -5.64
C 1.13 -5.64 -0.81
C 2.01 -5.77 -2.00
O 2.58 -7.04 -1.94
O 0.03 -4.73 -0.99
H 1.68 -5.32 0.07
H 0.58 -6.51 -0.45
H 2.78 -5.01 -2.09
H 1.35 -5.72 -2.87
H 3.49 -7.00 -2.25
H -0.69 -5.13 -1.49
C -5.56 0.31 -3.03
Cl -5.82 -1.54 -3.20
Cl -3.95 0.86 -3.70
H -6.37 0.62 -3.69
H -5.74 0.56 -1.99
C 0.49 5.86 -0.21
Cl 0.92 5.92 -1.95
Cl -1.05 5.07 0.08
H 1.27 5.41 0.40
H 0.49 6.92 0.07
```

Results
LUMO (spin up / spin down): 1.4855 / 1.4841 eV
HOMO (spin up / spin down): -0.8840 / -4.8299 eV
Charge: -1
Gap between HOMO and LUMO (spin up / spin down): 2.4 / 6.3 eV
⟨S²⟩: 0.757
Spin multiplicity: 2

=====

Number 1: calculated total energy -1627.317808 hartree. Number 2: calculated total energy -855.902380 hartree. Number 3: calculated total energy -4537.104012 hartree.